(A)
Molecular formula: C2H2N3P
Method: DFT, ωB97M-V/def2-TZVPD

Positions of all 8 atoms, in Å:
C -2.74 1.11 -0.33
C -2.73 -1.18 0.35
N -2.97 2.19 -0.54
N -2.99 -2.20 0.81
N -2.34 -0.12 -0.34
P 0.18 -0.23 0.84
H -0.04 -1.47 1.51
H -0.48 0.44 1.94

=====

(B)
Molecular formula: C2H2N3P
Method: DFT, ωB97M-V/def2-TZVPD

Positions of all 8 atoms, in Å:
C -1.12 1.16 0.10
C -0.69 -1.42 0.06
N -1.80 1.90 0.69
N -1.22 -2.31 0.56
N 1.38 0.06 -0.26
P -0.10 0.04 -0.87
H 1.45 0.42 0.69
H 2.10 0.16 -0.97

=====

Relative calculated energies, zero for the most stable structure, unit kcal/mol: (A) 86.7; (B) 0.0.

=====

(A)
Molecular formula: C5H12N2O3
Method: DFT, ωB97M-V/def2-TZVPD

Positions of all 22 atoms, in Å:
C -0.21 -1.87 0.36
C -2.03 0.94 0.53
N 0.56 -0.63 0.47
C -0.59 1.14 0.13
N 1.20 -0.59 1.75
O 0.06 2.10 0.56
H 0.52 -0.69 2.51
H 1.63 0.32 1.88
H -0.72 -1.89 -0.61
H -0.98 -1.93 1.14
H 0.43 -2.74 0.48
H -2.52 0.19 -0.09
H -2.05 0.60 1.57
H -2.56 1.89 0.46
C 1.73 -0.63 -0.82
C -0.45 1.02 -1.61
O 0.38 1.97 -2.07
O -1.18 0.35 -2.31
H 0.79 2.41 -1.29
H 1.38 -0.78 -1.84
H 2.28 0.30 -0.67
H 2.33 -1.50 -0.53

=====

(B)
Molecular formula: C5H12N2O3
Method: DFT, ωB97M-V/def2-TZVPD

Positions of all 22 atoms, in Å:
C 1.12 0.41 -2.03
C 1.33 -0.28 1.10
O 0.72 1.24 -0.95
O 1.88 0.95 1.31
O 1.92 -1.28 1.50
H 1.64 1.63 0.64
H 1.96 0.89 -2.53
H 0.32 0.29 -2.78
H 1.44 -0.57 -1.68
C -0.57 -1.69 0.22
C -0.20 -0.30 0.77
N -0.97 -0.12 2.05
N -1.66 0.69 -1.10
C -0.53 0.86 -0.22
H -0.72 -0.91 2.66
H -0.61 0.70 2.53
H -2.46 0.33 -0.59
H -1.90 1.59 -1.53
H -0.73 1.75 0.38
H -0.02 -1.93 -0.69
H -0.33 -2.47 0.94
H -1.64 -1.77 -0.01

=====

Relative calculated energies, zero for the most stable structure, unit kcal/mol: (A) 50.7; (B) 0.0.

=====

(A)
Molecular formula: C39H39F13O39
Method: DFT, ωB97M-V/def2-TZVPD

Positions of all 130 atoms, in Å:
C -17.62 -21.24 -7.07
C -16.15 -21.07 -6.67
O -15.72 -20.11 -7.63
C -16.80 -19.37 -8.05
O -16.76 -18.36 -8.67
O -17.92 -20.01 -7.70
F -15.45 -22.22 -6.94
H -18.19 -21.38 -6.15
H -17.78 -22.02 -7.81
H -15.99 -20.84 -5.62
C -18.01 -24.66 -2.31
C -17.50 -23.32 -2.87
O -17.66 -22.48 -1.75
C -18.59 -23.00 -0.91
O -19.07 -22.47 0.02
O -18.94 -24.23 -1.34
F -18.36 -23.03 -3.90
H -17.16 -25.15 -1.81
H -18.45 -25.34 -3.02
H -16.46 -23.31 -3.18
C -18.71 -27.42 -6.01
C -17.79 -26.58 -6.89
O -16.90 -27.52 -7.40
C -16.96 -28.68 -6.68
O -16.16 -29.55 -6.70
O -18.02 -28.65 -5.83
F -17.19 -25.60 -6.12
H -19.69 -27.62 -6.44
H -18.86 -26.95 -5.04
H -18.31 -26.04 -7.66
C -13.30 -25.21 -4.15
C -11.90 -24.71 -3.83
O -12.06 -23.29 -4.03
C -13.34 -22.97 -4.29
O -13.70 -21.92 -4.69
O -14.14 -24.07 -4.25
F -10.94 -25.12 -4.72
H -13.69 -25.96 -3.47
H -13.23 -25.75 -5.11
H -11.53 -24.96 -2.83
C -19.18 -16.71 -6.73
C -19.00 -15.26 -6.21
O -19.20 -14.47 -7.34
C -19.97 -15.18 -8.22
O -20.62 -14.70 -9.06
O -19.99 -16.49 -7.90
F -17.68 -15.15 -5.84
H -19.61 -17.34 -5.96
H -18.23 -17.07 -7.10
H -19.64 -15.03 -5.37
C -20.22 -19.82 -1.92
C -20.94 -19.19 -3.10
O -20.02 -19.32 -4.15
C -18.78 -19.47 -3.64
O -17.77 -19.52 -4.25
O -18.84 -19.64 -2.30
F -21.08 -17.84 -2.85
H -20.34 -20.88 -1.71
H -20.41 -19.25 -1.02
H -21.90 -19.62 -3.36
C -19.29 -22.24 -11.04
C -20.22 -21.02 -10.89
O -21.03 -21.19 -12.04
C -21.18 -22.53 -12.26
O -22.08 -23.01 -12.84
O -20.23 -23.20 -11.56
F -19.58 -19.83 -10.89
H -18.90 -22.53 -10.08
H -18.53 -22.03 -11.80
H -20.79 -21.03 -9.96
C -23.67 -18.21 -6.73
C -23.52 -18.42 -8.23
O -22.40 -19.21 -8.35
C -21.66 -19.12 -7.22
O -20.65 -19.65 -7.03
O -22.38 -18.51 -6.24
F -23.32 -17.20 -8.84
H -24.46 -18.80 -6.27
H -23.96 -17.17 -6.59
H -24.41 -18.79 -8.73
C -15.30 -18.29 -13.10
C -15.87 -18.47 -11.70
O -17.04 -19.23 -12.01
C -16.87 -19.87 -13.19
O -17.56 -20.74 -13.55
O -15.67 -19.53 -13.72
F -16.26 -17.29 -11.14
H -14.22 -18.18 -13.16
H -15.81 -17.48 -13.62
H -15.25 -19.01 -10.98
C -13.13 -23.60 -8.22
C -12.02 -23.62 -9.27
O -11.44 -24.92 -9.10
C -12.06 -25.58 -8.08
O -11.87 -26.70 -7.76
O -12.83 -24.71 -7.38
F -11.02 -22.74 -8.93
H -14.11 -23.76 -8.68
H -13.17 -22.61 -7.75
H -12.32 -23.53 -10.31
C -15.78 -15.35 -8.79
C -14.95 -15.64 -7.54
O -14.61 -14.33 -7.11
C -15.48 -13.44 -7.67
O -15.45 -12.29 -7.52
O -16.38 -14.11 -8.44
F -13.77 -16.25 -7.93
H -16.53 -16.14 -8.85
H -15.15 -15.27 -9.67
H -15.42 -16.27 -6.79
C -21.29 -24.22 -3.92
C -22.40 -23.47 -4.67
O -21.96 -23.52 -6.01
C -20.95 -24.39 -6.14
O -20.52 -24.85 -7.14
O -20.56 -24.84 -4.93
F -22.55 -22.18 -4.31
H -21.69 -24.94 -3.22
H -20.71 -23.51 -3.32
H -23.36 -23.97 -4.57
C -13.72 -18.31 -3.53
C -14.50 -18.52 -4.82
O -13.54 -18.74 -5.79
C -12.32 -18.35 -5.31
O -11.34 -18.25 -5.95
O -12.38 -18.21 -3.97
F -15.16 -17.35 -5.12
H -13.73 -19.17 -2.86
H -14.11 -17.45 -2.98
H -15.22 -19.32 -4.74

=====

(B)
Molecular formula: C39H39F13O39
Method: DFT, ωB97M-V/def2-TZVPD

Positions of all 130 atoms, in Å:
C -1.42 0.95 -4.91
C 0.05 1.66 -4.86
O -0.29 2.88 -4.20
C -1.64 3.06 -4.00
O -2.20 3.92 -3.42
O -2.30 2.05 -4.60
F 0.43 1.90 -6.17
H -1.60 0.21 -4.15
H -1.71 0.59 -5.87
H 0.86 1.12 -4.40
C 1.57 -6.82 0.30
C 0.88 -5.70 -0.65
O -0.32 -6.37 -0.95
C -0.25 -7.77 -0.78
O -1.16 -8.51 -1.03
O 0.97 -8.08 -0.24
F 1.62 -5.62 -1.86
H 1.31 -6.69 1.37
H 2.66 -6.84 0.14
H 0.72 -4.74 -0.20
C -7.04 1.49 -2.19
C -6.15 0.59 -3.08
O -7.10 -0.15 -3.84
C -8.31 -0.18 -3.27
O -9.19 -0.88 -3.54
O -8.31 0.81 -2.30
F -5.46 -0.29 -2.33
H -7.04 2.56 -2.46
H -6.71 1.38 -1.17
H -5.51 1.11 -3.78
C 2.13 4.96 -3.48
C 3.28 4.68 -4.48
O 3.70 3.30 -4.16
C 3.00 2.81 -3.08
O 3.16 1.74 -2.56
O 2.13 3.76 -2.67
F 4.36 5.48 -4.10
H 1.15 5.22 -3.89
H 2.48 5.75 -2.82
H 3.10 4.78 -5.56
C 4.82 -0.90 5.02
C 5.31 -0.68 3.57
O 6.45 -1.53 3.44
C 6.94 -1.85 4.70
O 7.96 -2.31 4.94
O 6.02 -1.47 5.60
F 5.50 0.68 3.33
H 4.05 -1.67 5.04
H 4.50 -0.06 5.59
H 4.54 -1.00 2.86
C -2.96 3.14 2.88
C -3.12 3.58 1.40
O -3.88 2.52 0.82
C -3.88 1.42 1.66
O -4.23 0.35 1.39
O -3.42 1.83 2.83
F -1.95 3.48 0.75
H -3.62 3.70 3.58
H -1.94 3.13 3.28
H -3.62 4.55 1.27
C -3.50 -2.89 1.15
C -3.01 -2.65 2.59
O -2.27 -3.84 2.77
C -2.25 -4.68 1.72
O -1.67 -5.68 1.66
O -3.07 -4.14 0.69
F -4.17 -2.68 3.38
H -3.23 -2.15 0.40
H -4.60 -2.93 1.15
H -2.48 -1.73 2.78
C -1.97 -4.01 -2.69
C -2.60 -2.60 -2.94
O -1.49 -1.85 -3.49
C -0.29 -2.54 -3.28
O 0.75 -2.08 -3.51
O -0.56 -3.74 -2.72
F -2.98 -1.99 -1.76
H -2.21 -4.73 -3.48
H -2.26 -4.36 -1.69
H -3.45 -2.67 -3.60
C 0.37 0.93 -0.03
C -1.01 0.63 -0.54
O -1.25 -0.73 -0.04
C -0.19 -1.24 0.65
O -0.03 -2.28 1.17
O 0.80 -0.24 0.69
F -1.15 0.66 -1.90
H 0.51 1.81 0.59
H 1.01 1.06 -0.92
H -1.82 1.29 -0.21
C 4.33 -0.11 0.00
C 4.58 -0.81 -1.40
O 3.82 -1.98 -1.30
C 3.25 -2.21 -0.11
O 2.52 -3.06 0.26
O 3.58 -1.13 0.64
F 5.86 -1.29 -1.56
H 3.86 0.88 -0.04
H 5.30 -0.07 0.47
H 4.32 -0.14 -2.25
C -1.65 7.65 -0.51
C -1.81 6.56 -1.51
O -0.61 5.79 -1.35
C 0.33 6.44 -0.59
O 1.39 5.99 -0.32
O -0.27 7.62 -0.21
F -1.92 7.10 -2.77
H -2.32 7.51 0.37
H -1.93 8.57 -0.99
H -2.68 5.91 -1.40
C 1.35 -3.19 4.53
C 2.22 -3.40 3.21
O 1.83 -4.73 2.84
C 1.27 -5.45 3.92
O 1.18 -6.58 4.02
O 0.94 -4.51 4.87
F 3.51 -3.34 3.53
H 0.56 -2.44 4.62
H 2.09 -2.87 5.25
H 2.05 -2.72 2.40
C 2.00 3.30 3.34
C 3.35 2.79 3.97
O 3.00 1.45 4.37
C 1.64 1.13 4.09
O 1.16 0.07 4.21
O 1.05 2.27 3.61
F 3.68 3.56 5.06
H 2.02 3.47 2.27
H 1.73 4.23 3.84
H 4.21 2.77 3.30

=====

Relative calculated energies, zero for the most stable structure, unit kcal/mol: (A) 0.0; (B) 22.6.

=====

(A)
Molecular formula: C3H2N2OS2
Method: DFT, ωB97M-V/def2-TZVPD

Positions of all 10 atoms, in Å:
C -0.14 -0.01 0.00
C 0.74 1.10 0.00
C 0.69 -1.09 -0.01
H 0.50 2.16 0.00
H 0.53 -2.16 0.02
N -1.58 -0.01 -0.01
N 1.99 0.70 0.00
O 1.94 -0.68 0.00
S -2.35 -1.46 0.00
S -2.33 1.45 0.00

=====

(B)
Molecular formula: C3H2N2OS2
Method: DFT, ωB97M-V/def2-TZVPD

Positions of all 10 atoms, in Å:
C -0.25 2.23 0.71
C 0.31 -1.57 -0.36
C 0.92 -2.29 -1.45
H 0.52 2.59 0.11
H -1.21 0.38 1.20
N -0.43 0.80 0.51
N 1.54 -2.86 -2.22
O -1.06 2.80 1.47
S 0.72 -0.04 -0.44
S -1.05 -2.05 0.47

=====

Relative calculated energies, zero for the most stable structure, unit kcal/mol: (A) 22.5; (B) 0.0.